{"formula": "C48H180N12O36", "method": "the ωB97M-V functional and the def2-TZVPD basis", "orbital_gap_ev": 8.3, "homo_energy_ha": -0.313, "lumo_ev": -0.26, "total_energy_ha": -5302.2027, "species": ["O", "H", "H", "O", "H", "H", "O", "H", "H", "O", "H", "H", "O", "H", "H", "O", "H", "H", "O", "H", "H", "O", "H", "H", "O", "H", "H", "O", "H", "H", "O", "H", "H", "O", "H", "H", "O", "H", "H", "O", "H", "H", "O", "H", "H", "O", "H", "H", "O", "H", "H", "O", "H", "H", "O", "H", "H", "O", "H", "H", "O", "H", "H", "O", "H", "H", "O", "H", "H", "O", "H", "H", "C", "C", "C", "O", "C", "N", "H", "H", "H", "H", "H", "H", "H", "H", "H", "H", "H", "C", "C", "C", "O", "C", "N", "H", "H", "H", "H", "H", "H", "H", "H", "H", "H", "H", "C", "C", "C", "O", "C", "N", "H", "H", "H", "H", "H", "H", "H", "H", "H", "H", "H", "C", "C", "C", "O", "C", "N", "H", "H", "H", "H", "H", "H", "H", "H", "H", "H", "H", "C", "C", "C", "O", "C", "N", "H", "H", "H", "H", "H", "H", "H", "H", "H", "H", "H", "C", "C", "C", "O", "C", "N", "H", "H", "H", "H", "H", "H", "H", "H", "H", "H", "H", "C", "C", "C", "O", "C", "N", "H", "H", "H", "H", "H", "H", "H", "H", "H", "H", "H", "C", "C", "C", "O", "C", "N", "H", "H", "H", "H", "H", "H", "H", "H", "H", "H", "H", "C", "C", "C", "O", "C", "N", "H", "H", "H", "H", "H", "H", "H", "H", "H", "H", "H", "C", "C", "C", "O", "C", "N", "H", "H", "H", "H", "H", "H", "H", "H", "H", "H", "H", "C", "C", "C", "O", "C", "N", "H", "H", "H", "H", "H", "H", "H", "H", "H", "H", "H", "C", "C", "C", "O", "C", "N", "H", "H", "H", "H", "H", "H", "H", "H", "H", "H", "H"], "xyz": [[-3.3553, -5.1712, -0.4228], [-2.4371, -5.3847, -0.2573], [-3.7176, -4.9821, 0.4428], [2.2627, 2.2911, -2.6109], [1.7929, 3.0938, -2.3848], [1.9690, 2.0828, -3.4979], [5.5407, 1.6466, 2.1203], [5.6197, 1.0029, 1.4162], [6.0508, 1.2775, 2.8412], [-0.4531, -1.1575, -4.9390], [-1.2328, -0.6416, -5.1443], [-0.6956, -1.6595, -4.1609], [-3.7427, -2.8430, -4.7879], [-4.3622, -3.5222, -5.0547], [-3.9453, -2.6821, -3.8663], [-1.4146, -5.1428, 2.7174], [-1.3813, -5.7366, 3.4674], [-2.3490, -5.0126, 2.5555], [3.0974, -3.3850, -5.6887], [2.7931, -2.8876, -4.9296], [2.5333, -3.0969, -6.4063], [4.0731, -4.4530, -1.0133], [3.6889, -4.9936, -1.7036], [4.6630, -3.8574, -1.4753], [6.2057, -3.3896, -2.4689], [5.8667, -2.7030, -3.0433], [7.1038, -3.1198, -2.2767], [-4.1406, -3.0818, -2.1990], [-5.0028, -3.3843, -2.4840], [-3.8643, -3.7250, -1.5461], [-0.1466, -4.5519, -5.5113], [-0.9468, -4.1731, -5.8752], [-0.4536, -5.1658, -4.8441], [2.7794, -2.2035, 1.2418], [3.3035, -2.2072, 0.4408], [2.0928, -2.8510, 1.0823], [-0.7082, -6.5338, -0.9199], [-0.6938, -7.3505, -0.4209], [-0.2308, -5.9099, -0.3730], [-0.8760, 2.9038, 3.0131], [-0.0097, 3.2942, 3.1284], [-1.0748, 2.5060, 3.8607], [5.8436, -0.3441, -3.3033], [5.5640, 0.5620, -3.4339], [5.8018, -0.7362, -4.1756], [4.7272, -0.4070, -0.3478], [4.6916, -0.8017, -1.2191], [4.3144, 0.4499, -0.4555], [6.1217, -1.6608, 1.8881], [5.8004, -2.5364, 2.1033], [5.4551, -1.2972, 1.3053], [4.4214, 2.1042, -0.8819], [3.6590, 1.9833, -1.4478], [4.3017, 2.9739, -0.5004], [2.4109, 0.5593, 3.2647], [1.8866, -0.2389, 3.3298], [2.8564, 0.4856, 2.4206], [0.3754, -4.7478, 0.7383], [-0.2443, -4.4275, 1.3938], [1.0494, -5.1999, 1.2459], [5.2902, -1.5765, -5.8588], [4.7327, -2.3504, -5.9391], [4.8966, -0.9348, -6.4500], [-1.3506, -6.2961, -3.5575], [-1.2765, -7.1061, -3.0529], [-1.6747, -5.6507, -2.9292], [0.7544, -1.8439, -7.0924], [0.2234, -1.6443, -6.3214], [0.9612, -0.9887, -7.4693], [2.2448, 3.4677, 3.4472], [2.3256, 2.8926, 4.2081], [2.6133, 2.9612, 2.7234], [-2.4658, 0.1008, -8.0923], [-3.5331, 0.4015, -7.0358], [-4.9308, -0.3211, -7.3418], [-5.7886, 0.5903, -8.0833], [-5.1763, 1.0753, -9.2898], [-3.0778, -0.1219, -5.7047], [-1.4777, 0.5610, -8.0927], [-2.7232, 0.3381, -9.1245], [-2.2485, -0.9551, -8.2534], [-3.7505, 1.4696, -7.0374], [-5.5537, -0.4865, -6.4627], [-4.7360, -1.2799, -7.8222], [-4.3969, 1.8175, -9.1171], [-5.9983, 1.4470, -9.9016], [-4.7013, 0.1811, -9.6934], [-3.1516, -1.1286, -5.6696], [-3.8427, -0.0058, -5.0555], [-4.7031, 1.3411, 5.7517], [-4.2487, 1.2560, 4.2803], [-3.3525, 0.0902, 3.8659], [-2.1120, 0.0548, 4.4674], [-1.2711, -0.6923, 3.6995], [-5.4600, 1.3896, 3.5043], [-5.2974, 0.4670, 6.0178], [-5.3250, 2.2090, 5.9710], [-3.8051, 1.4105, 6.3655], [-3.7146, 2.1893, 4.1021], [-3.1757, 0.2257, 2.7989], [-3.9614, -0.8041, 3.9987], [-1.0872, -0.1727, 2.7591], [-1.6144, -1.7142, 3.5389], [-0.2480, -0.8264, 4.0509], [-5.0819, 1.3682, 2.5680], [-6.0077, 0.5648, 3.7037], [-5.3134, -2.9231, 2.0392], [-4.4710, -3.7586, 2.9075], [-5.0635, -3.9910, 4.3146], [-5.6036, -2.8302, 4.9221], [-6.2158, -2.8167, 6.2113], [-4.2263, -5.0035, 2.1768], [-4.6479, -2.3729, 1.3740], [-5.7444, -2.0890, 2.5930], [-6.0490, -3.5619, 1.5502], [-3.5005, -3.2650, 2.9576], [-4.2678, -4.3077, 4.9888], [-5.8215, -4.7710, 4.3863], [-7.0494, -3.5181, 6.1778], [-6.5208, -1.8042, 6.4761], [-5.5118, -3.1697, 6.9648], [-4.0658, -5.7093, 2.8811], [-5.1649, -5.2360, 1.8851], [3.5432, 5.7257, 6.2305], [2.5436, 6.6799, 5.6117], [3.1125, 7.7741, 4.6334], [2.1406, 8.8082, 4.5371], [2.4914, 9.9281, 3.7708], [1.5380, 5.9143, 4.8737], [4.2653, 6.4048, 6.6841], [3.9460, 4.9718, 5.5542], [3.2041, 5.1564, 7.0960], [1.9635, 7.1978, 6.3755], [3.2604, 7.2834, 3.6714], [4.1286, 8.0081, 4.9511], [3.3593, 10.4314, 4.1967], [1.6244, 10.5733, 3.6289], [2.8065, 9.5830, 2.7860], [2.0703, 5.3953, 4.1899], [0.9153, 6.4939, 4.3293], [1.3620, -1.6239, -1.5557], [-0.1403, -1.5982, -1.3531], [-0.5849, -0.1854, -0.8912], [0.1262, 0.0140, 0.3697], [0.2527, 1.3728, 0.6567], [-0.8214, -2.1884, -2.5100], [1.9136, -0.9015, -0.9540], [1.7286, -1.5726, -2.5809], [1.7892, -2.5755, -1.2395], [-0.2705, -2.2879, -0.5192], [-1.6489, -0.1301, -0.6613], [-0.4429, 0.5565, -1.6770], [-0.7008, 1.8982, 0.7103], [0.9213, 1.8029, -0.0890], [0.6218, 1.6252, 1.6508], [-1.8023, -2.0994, -2.2859], [-0.6093, -3.1664, -2.6457], [-3.4144, 2.4085, -2.1563], [-4.4906, 2.1800, -1.1086], [-4.2660, 0.9043, -0.2302], [-5.3764, 0.6669, 0.6513], [-6.4268, -0.0160, 0.0030], [-4.8967, 3.3260, -0.2900], [-3.4015, 1.4602, -2.6935], [-2.3765, 2.4824, -1.8315], [-3.6921, 3.1500, -2.9053], [-5.4425, 1.9812, -1.6010], [-3.4027, 1.0369, 0.4220], [-4.0687, -0.0900, -0.6310], [-6.9762, 0.6250, -0.6865], [-7.1819, -0.2392, 0.7568], [-6.1645, -0.9934, -0.4021], [-4.0780, 3.6277, 0.2188], [-5.6061, 3.1510, 0.4073], [3.2205, 3.3250, 9.9386], [3.0966, 1.8871, 9.4776], [2.5452, 1.8741, 8.0777], [2.0332, 0.5797, 7.7212], [1.6349, 0.5290, 6.3787], [4.3433, 1.1142, 9.4390], [2.2290, 3.7712, 10.0156], [3.8634, 3.8758, 9.2520], [3.6915, 3.3535, 10.9212], [2.4240, 1.4125, 10.1921], [3.2727, 2.1761, 7.3242], [1.6903, 2.5498, 8.0522], [0.7766, 1.1864, 6.2402], [1.2717, -0.4831, 6.2001], [2.3712, 0.8773, 5.6545], [4.1399, 0.3039, 8.8714], [5.0276, 1.5055, 8.8076], [-0.4259, 2.5356, -4.3621], [0.4875, 2.2486, -5.5842], [1.0836, 3.6079, -6.1209], [1.8002, 3.3609, -7.3699], [2.3930, 4.4724, -7.9440], [1.4373, 1.3009, -5.1162], [-1.1276, 3.3528, -4.5293], [0.1229, 2.6874, -3.4327], [-1.0794, 1.6723, -4.2362], [-0.1225, 1.8478, -6.3937], [1.8138, 4.0211, -5.4251], [0.3144, 4.3738, -6.2206], [3.1807, 4.8223, -7.2767], [1.7323, 5.2929, -8.2240], [2.7355, 4.1785, -8.9362], [0.9879, 0.3966, -5.0963], [2.1598, 1.2079, -5.8159], [2.7881, -8.0337, 0.9855], [3.0306, -6.8185, 1.9246], [4.4310, -6.7945, 2.6353], [4.6326, -5.5654, 3.3597], [5.8973, -5.2969, 3.9401], [2.8206, -5.5207, 1.3767], [1.7273, -8.0051, 0.7364], [2.8941, -8.9453, 1.5736], [3.5034, -8.0079, 0.1634], [2.3645, -6.9578, 2.7761], [5.1159, -6.9263, 1.7976], [4.6200, -7.7394, 3.1448], [6.7146, -5.5550, 3.2668], [6.0858, -6.0145, 4.7386], [6.0160, -4.2649, 4.2704], [3.4141, -5.3103, 0.5870], [3.2296, -4.8817, 2.0433], [2.0390, -7.8260, -3.5785], [3.0093, -6.9929, -2.8646], [4.2750, -6.6908, -3.7768], [5.1665, -7.8373, -3.8496], [6.3795, -7.6811, -4.6653], [2.3565, -5.7622, -2.5355], [2.4530, -8.7757, -3.9172], [1.7054, -7.4143, -4.5310], [1.1890, -7.9597, -2.9094], [3.4930, -7.4651, -2.0096], [4.8114, -5.8594, -3.3194], [3.8130, -6.3928, -4.7180], [7.2494, -7.6037, -4.0132], [6.2883, -6.7804, -5.2722], [6.4809, -8.5934, -5.2531], [2.0634, -5.8219, -1.5708], [1.5884, -5.6040, -3.1719], [1.1324, 5.1085, 0.3132], [0.3551, 4.7630, -0.9812], [-0.9297, 5.6200, -0.9722], [-1.6043, 5.2066, -2.1638], [-2.8515, 5.9028, -2.3446], [1.1240, 4.8967, -2.1805], [2.0679, 4.5493, 0.3314], [0.5259, 4.7733, 1.1546], [1.5133, 6.1269, 0.3890], [-0.0833, 3.7665, -0.9284], [-0.6770, 6.6711, -1.1115], [-1.5419, 5.3050, -0.1271], [-3.1666, 5.6100, -3.3462], [-2.7678, 6.9894, -2.3643], [-3.5766, 5.6954, -1.5577], [0.3906, 5.0644, -2.8544], [1.6530, 5.7537, -2.2558], [-5.0368, 5.6038, 2.2504], [-3.5949, 5.4248, 1.9161], [-2.6328, 6.3542, 2.6972], [-2.9053, 7.7439, 2.5642], [-1.7488, 8.4906, 2.9531], [-3.2130, 4.0457, 1.7981], [-5.5058, 6.5431, 1.9574], [-5.1577, 5.2991, 3.2899], [-5.5533, 4.9304, 1.5664], [-3.5657, 5.9135, 0.9422], [-1.6695, 6.0913, 2.2602], [-2.4535, 5.9698, 3.7013], [-0.7875, 8.2716, 2.4883], [-1.5562, 8.5310, 4.0252], [-1.8981, 9.5042, 2.5810], [-3.8175, 3.4708, 2.3676], [-2.3066, 3.8572, 2.2018]]}